# 1
ORCA calculation (the ωB97M-V functional and the def2-TZVPD basis) on a molecular structure, C23H32AsGaN9S.

ORCA input file:
```
! wB97M-V def2-TZVPD RIJCOSX def2/J DEFGRID3
* xyz 3 1
Ga -0.45706 0.03552 -0.83707
C 4.37786 -1.11209 -1.26318
As 2.97605 -0.02677 -1.97252
C 3.41629 0.42149 -3.77411
C 2.79819 1.56771 -0.92609
S 1.13779 -1.18733 -1.95302
H 5.32017 -0.57907 -1.39048
H 4.40892 -2.04576 -1.82037
H 4.19784 -1.30859 -0.20935
H 4.39528 0.90151 -3.77004
H 2.66963 1.09610 -4.18477
H 3.45763 -0.49367 -4.36000
H 3.74813 2.10117 -0.92914
H 2.53843 1.28927 0.09350
H 2.02470 2.19200 -1.36984
N 3.69364 -6.91799 5.83597
C 3.19769 -6.04088 5.28526
C 2.57845 -4.93458 4.59929
C 1.92211 -3.94431 5.32746
C 1.35171 -2.86682 4.67151
C 1.45454 -2.78755 3.29441
C 2.08767 -3.77229 2.55532
C 2.64535 -4.85466 3.21121
N 0.90885 -1.63501 2.61182
C 0.90498 -0.33987 3.08828
C 0.34476 0.42237 2.11880
N -0.00266 -0.39662 1.05222
C 0.36672 -1.62918 1.39442
H 1.85382 -4.02456 6.40377
H 0.80826 -2.11872 5.23582
H 2.16090 -3.70128 1.47693
H 3.14488 -5.63464 2.65311
H 1.32011 -0.07258 4.04551
H 0.16341 1.48099 2.13076
H 0.21856 -2.51385 0.79790
C -3.33740 4.84439 0.45962
N -2.64724 3.58280 0.89259
C -3.54246 2.40403 0.70197
C -1.27061 3.37969 0.26554
C -1.30357 3.01189 -1.19055
C -1.58401 4.02776 -2.10574
C -1.68140 3.77536 -3.46466
C -1.47056 2.49115 -3.93495
C -1.13539 1.48111 -3.04237
C -1.04526 1.71312 -1.66275
H -4.22873 4.97107 1.06865
H -3.61863 4.75247 -0.58398
H -2.66844 5.68821 0.60586
H -2.48137 3.68278 1.89449
H -3.77086 2.31346 -0.35653
H -4.45595 2.56066 1.26948
H -3.03163 1.51017 1.05444
H -0.79824 2.59393 0.84555
H -0.72968 4.31058 0.42654
H -1.70801 5.04571 -1.75532
H -1.90867 4.58195 -4.14929
H -1.53705 2.27824 -4.99412
H -0.92314 0.49565 -3.44352
N -3.24521 -3.21761 -3.51759
N -2.97260 -2.55196 -2.37012
N -3.80705 -2.56818 -1.35313
C -3.21866 -1.74614 -0.50447
N -2.07318 -1.26516 -1.00514
N -1.93345 -1.80444 -2.23302
H -3.96772 -3.91220 -3.38371
H -2.41608 -3.49571 -4.02275
H -3.62138 -1.50428 0.46568
*
```

The max |F| is 1.0 eV/Å. As for the highest occupied orbital energy: -16.12 eV.

***

# 2
ORCA calculation (the ωB97M-V functional and the def2-TZVPD basis) on a molecular structure, C23H32BF4N2O2Re.

ORCA input file:
```
! wB97M-V def2-TZVPD RIJCOSX def2/J DEFGRID3
* xyz 1 4
Re -0.82516 0.63620 -0.41157
C -0.71773 -0.74350 -2.80733
C 0.19462 0.39075 -3.30780
C -0.29835 1.81360 -3.00677
C 1.63397 0.10931 -2.92152
C 2.53719 -0.15956 -3.94163
C 3.80078 -0.64088 -3.66077
C 4.11474 -0.99078 -2.35865
C 3.23647 -0.77282 -1.30085
C 3.48525 -1.49988 0.02974
C 2.35484 -2.51047 0.26073
C 4.83039 -2.22062 0.09537
C 2.04406 -0.07067 -1.59251
N 1.19182 0.36426 -0.51970
C 1.73708 0.69172 0.66635
C 0.91589 0.57731 1.76110
C 1.06656 0.61311 3.16190
C -0.13011 0.19423 3.69872
C -1.03621 -0.04818 2.64441
N -0.38924 0.15731 1.47301
C -2.47174 -0.48634 2.71856
C -2.80068 -0.94554 4.13884
C -3.39245 0.68782 2.34904
C -2.68532 -1.65208 1.73868
H -1.77060 -0.55648 -3.00562
H -0.60922 -1.04806 -1.72859
H -0.43051 -1.68729 -3.27301
H 0.14862 0.29157 -4.39337
H 0.05308 2.22539 -2.05526
H -1.38645 1.89416 -3.06158
H 0.11436 2.50236 -3.74429
H 2.23199 -0.00422 -4.96921
H 4.50938 -0.81882 -4.45785
H 5.05619 -1.48320 -2.16988
H 3.49176 -0.80905 0.86988
H 2.32481 -3.23042 -0.55947
H 1.37349 -2.03573 0.32979
H 2.52507 -3.05985 1.18727
H 4.89614 -3.01974 -0.64457
H 4.93961 -2.67767 1.07866
H 5.67029 -1.54098 -0.05037
H 2.77430 0.99069 0.72623
H 1.96702 0.87718 3.69328
H -0.35694 0.07136 4.74362
H -2.68765 -0.13248 4.85680
H -2.16877 -1.77911 4.44978
H -3.83820 -1.27737 4.17576
H -3.26062 1.51838 3.04218
H -4.42908 0.35204 2.39442
H -3.21341 1.05559 1.33852
H -1.98866 -2.46836 1.93374
H -2.57412 -1.33315 0.69936
H -3.70109 -2.03672 1.83939
C -1.23085 4.70701 0.75590
C -1.08688 3.25997 1.12274
O -0.98331 2.82070 2.22842
O -1.10372 2.47752 0.00000
H -1.51835 5.27359 1.63577
H -1.95662 4.83167 -0.04499
H -0.26851 5.06977 0.39010
F -4.24179 -0.28401 -2.99576
B -4.29923 -0.81945 -1.78969
F -3.52641 -1.86444 -1.51902
F -5.18500 -0.41038 -0.90972
F -2.65677 0.66374 -1.02674
*
```

The max |F| is 0.4 eV/Å. As for the highest occupied orbital energy (alpha / beta): -11.23 / -11.52 eV.

***

# 3
ORCA calculation (the ωB97M-V functional and the def2-TZVPD basis) on a molecular structure, C23H32CdNO5S.

ORCA input file:
```
! wB97M-V def2-TZVPD RIJCOSX def2/J DEFGRID3
* xyz 1 1
Cd 0.32144 0.16166 -0.37175
O 2.81084 3.50363 -2.34678
C 2.16304 2.45366 -1.85595
O 1.36397 2.51745 -0.94745
C 2.50904 1.16990 -2.54359
C 3.43016 1.03934 -3.56157
C 3.64003 -0.23854 -4.08000
C 2.93265 -1.31099 -3.56953
C 2.00914 -1.08443 -2.55177
N 1.82377 0.13396 -2.06650
C 1.17940 -2.22337 -1.93873
O 1.53624 -3.35691 -2.19775
O 0.19714 -1.85752 -1.20232
H 2.53404 4.29072 -1.85208
H 3.96518 1.90015 -3.93310
H 4.35736 -0.38542 -4.87616
H 3.06547 -2.32197 -3.92684
C 2.19647 1.39157 1.94921
C 1.31602 0.15594 1.87430
C -0.00933 0.23639 2.37992
C -0.54296 1.58225 2.80661
C -0.75828 -0.93281 2.56093
C -2.11517 -0.88683 3.22127
C -0.21604 -2.17114 2.19053
C -1.06370 -3.41499 2.26062
C 1.09998 -2.26827 1.72775
C 1.68904 -3.61717 1.41211
C 1.86036 -1.10884 1.53679
C 3.24495 -1.22361 0.94229
H 1.77488 2.26045 1.44660
H 3.18250 1.22005 1.53028
H 2.33698 1.66458 2.99767
H -1.62949 1.60927 2.79887
H -0.18449 2.38369 2.16234
H -0.21740 1.82590 3.82188
H -2.93057 -0.89301 2.49415
H -2.23430 -0.00378 3.84317
H -2.25579 -1.75063 3.86726
H -2.12399 -3.18029 2.22464
H -0.88086 -3.97883 3.17914
H -0.84554 -4.07333 1.42258
H 1.54750 -3.86876 0.35716
H 1.22731 -4.39962 2.00791
H 2.75576 -3.64352 1.62425
H 4.00008 -1.38349 1.71595
H 3.53274 -0.33133 0.38925
H 3.30331 -2.06304 0.25252
C -3.45101 3.45892 -1.31223
C -3.46188 2.79652 0.05493
S -2.91382 1.08775 0.05969
O -1.61631 1.09444 -0.75301
C -4.14374 0.31601 -1.03536
C -3.65875 0.15681 -2.46739
H -3.58157 4.53312 -1.19039
H -4.26092 3.09238 -1.94104
H -2.50406 3.28337 -1.82026
H -4.45852 2.76421 0.50176
H -2.80056 3.29728 0.76386
H -5.04613 0.92433 -0.96504
H -4.35694 -0.65207 -0.58286
H -3.43468 1.11337 -2.93366
H -4.44480 -0.33250 -3.04165
H -2.76520 -0.46209 -2.51345
*
```

The value obtained for the energy above the lowest of the compared OMol25 structures with the same formula, charge and spin is 3.3 kcal per mole. The max |F| is 0.3 eV/Å. As for the highest occupied orbital energy: -11.46 eV.

***

# 4
ORCA calculation (the ωB97M-V functional and the def2-TZVPD basis) on a molecular structure, C23H32FKN3O6 in a non-equilibrium geometry.

ORCA input file:
```
! wB97M-V def2-TZVPD RIJCOSX def2/J DEFGRID3
* xyz 1 1
K -0.83073 1.51609 -4.12186
C -3.32575 0.23640 -1.70157
O -2.69229 -0.38859 -2.78178
C -3.68962 -1.05527 -3.60952
C -2.82516 -1.81780 -4.62228
O -1.93579 -0.87233 -5.26638
C -1.49946 -1.58591 -6.42988
C -0.70610 -0.65662 -7.35297
O 0.10993 0.23769 -6.56777
C 1.25613 0.55370 -7.31311
H -4.10921 -0.38792 -1.16890
H -3.68523 1.24189 -1.96401
H -2.69582 0.32968 -0.77447
H -4.41255 -0.34320 -4.18465
H -4.34440 -1.67067 -2.95875
H -3.44247 -2.38173 -5.31873
H -2.15764 -2.49401 -4.03646
H -2.30428 -1.92057 -7.02563
H -0.86339 -2.45378 -6.05316
H -1.44957 0.04224 -7.87038
H -0.08701 -1.18365 -8.03972
H 0.97249 0.91874 -8.32946
H 1.94935 -0.26729 -7.41966
H 1.79111 1.44658 -6.88866
F 3.46730 -1.22922 0.78746
C 2.40557 -0.46173 1.13147
C 1.64835 0.19340 0.14861
C 0.47943 0.96156 0.43858
C -0.06316 1.67266 -0.68428
O 0.31708 1.58150 -1.86593
C -1.26898 2.51685 -0.30704
C -1.62226 2.50590 0.99488
N -1.02331 1.87690 2.14733
C -1.55146 2.13507 3.40719
C -1.63476 1.02001 4.45605
C -2.83229 1.63967 3.79438
C 0.12887 1.11949 1.81900
C 0.86638 0.43792 2.79571
C 2.10505 -0.33180 2.55181
N 2.72068 -0.96086 3.60615
C 2.91293 -0.19722 4.87901
C 2.84864 -1.14012 6.07019
N 4.14565 -1.90127 5.97013
C 4.19817 -2.63894 4.68424
C 3.87250 -1.91335 3.42266
C -2.04505 3.33610 -1.28875
O -2.90511 4.14912 -0.85495
O -1.91653 3.05104 -2.48314
H 1.87973 0.04318 -0.91282
H -2.53238 3.04178 1.36073
H -1.42124 3.16627 3.91451
H -1.56741 1.34290 5.49456
H -1.40890 -0.09218 4.16186
H -3.39252 2.29514 4.44252
H -3.35140 1.01293 3.08140
H 0.65456 0.59442 3.82473
H 2.13654 0.57720 4.93618
H 3.87387 0.34579 4.84019
H 2.07152 -1.91150 5.99280
H 2.67962 -0.63573 7.06959
H 4.18879 -2.45494 6.85582
H 4.93742 -1.21609 5.93192
H 3.53934 -3.50808 4.76719
H 5.24319 -2.93037 4.63038
H 3.40699 -2.69513 2.77216
H 4.78603 -1.44196 3.01527
*
```

The max |F| is 5.0 eV/Å. As for the highest occupied orbital energy: -9.07 eV.

***

# 5
ORCA calculation (the ωB97M-V functional and the def2-TZVPD basis) on a molecular structure, C23H32FNNbO11 in a non-equilibrium geometry.

ORCA input file:
```
! wB97M-V def2-TZVPD RIJCOSX def2/J DEFGRID3
* xyz -1 1
C 2.64005 -0.41014 -0.08226
C 3.72577 -1.13991 -1.11513
C 3.04575 -2.50660 -1.79934
O 3.90374 -3.45810 -2.16801
O 1.59013 -2.49800 -1.97459
C 0.98928 -3.83386 -1.87965
C 0.48821 -4.24993 -0.35495
Nb -1.15075 -2.80571 0.43604
C -0.43420 -3.27720 2.55447
C -0.36457 -1.98507 3.55955
C 0.40039 -0.66823 2.95318
N -0.24896 0.53836 2.30958
O 1.75570 -0.61984 3.07433
C -2.71067 -1.30960 1.13757
C -3.01282 -0.05956 0.12999
C -1.98838 0.10393 -1.13470
F -3.03045 1.24723 0.87786
H 1.74242 0.10448 -0.65175
H 3.13695 0.40438 0.60375
H 2.23316 -1.29956 0.60067
H 4.08174 -0.36288 -1.94681
H 4.61854 -1.49343 -0.44555
H -0.01136 -3.79159 -2.52957
H 1.62315 -4.70603 -2.33307
H -0.07618 -5.29375 -0.48453
H 1.36123 -4.40798 0.40732
H -2.35527 -4.18844 0.63815
H -1.72122 -2.68166 -1.27473
H 0.07554 -1.47591 0.25461
H -1.21972 -4.03440 3.03837
H 0.58327 -3.89699 2.50775
H 0.27256 -2.33454 4.50662
H -1.42063 -1.66952 4.01460
H -1.14469 0.81459 2.76922
H -0.40341 0.38503 1.28882
H -3.73676 -1.91178 1.24213
H -2.52278 -0.84571 2.21171
H -4.09893 -0.19689 -0.30931
H -2.24349 1.15898 -1.63242
H -0.84373 0.18363 -0.83687
H -2.17366 -0.68318 -2.01287
C -4.11474 4.59642 4.31765
C -3.24187 3.75663 3.75769
C -1.89714 3.52689 4.35482
O -1.12359 2.73491 3.82814
C -1.54568 4.27708 5.57066
C -2.41741 5.11943 6.12850
C -3.77178 5.32805 5.54686
O -4.55794 6.09502 6.09264
O -2.09265 5.82970 7.26966
O -3.55614 3.06743 2.60082
H -5.09635 4.77117 3.89548
H -0.55866 4.11413 5.98417
H -2.88768 6.36762 7.47719
H -2.76338 2.52504 2.39677
C 4.13139 0.17365 -6.17205
C 3.65517 1.08871 -7.01857
C 2.22227 1.49348 -6.99444
O 1.81789 2.35074 -7.77200
C 1.33557 0.83221 -6.02435
C 1.81127 -0.08532 -5.18025
C 3.24944 -0.46971 -5.18607
O 3.66086 -1.30293 -4.38567
O 0.98297 -0.71269 -4.26783
O 4.47752 1.69581 -7.94985
H 5.17115 -0.12833 -6.17713
H 0.29285 1.12280 -6.02951
H 1.56239 -1.33145 -3.77195
H 3.89934 2.31886 -8.44157
*
```

The value obtained for the energy above the lowest of the compared OMol25 structures with the same formula, charge and spin is 188.1 kcal per mole. The max |F| is 8.2 eV/Å. As for the highest occupied orbital energy: -5.34 eV.

***

# 6
ORCA calculation (the ωB97M-V functional and the def2-TZVPD basis) on a molecular structure, C23H32GeNO5Pb.

ORCA input file:
```
! wB97M-V def2-TZVPD RIJCOSX def2/J DEFGRID3
* xyz 1 1
Pb -0.62665 0.06687 -0.86507
C 3.34922 0.30918 -2.02499
C 2.08038 0.27150 -2.82924
C 1.52968 -0.93210 -3.26437
C 0.38282 -0.95024 -4.05381
C -0.22954 0.24013 -4.42024
C 0.31017 1.44769 -3.99118
C 1.44854 1.46044 -3.19902
H 3.21456 0.85648 -1.08933
H 4.13769 0.82179 -2.57756
H 3.70359 -0.69399 -1.79127
H 2.01619 -1.86455 -3.00160
H -0.03572 -1.89513 -4.37569
H -1.11870 0.22795 -5.03627
H -0.15334 2.38202 -4.27993
H 1.87042 2.40671 -2.88037
O 0.05915 1.98371 0.35172
C -0.66673 2.78191 0.95911
C -2.05888 2.65776 1.28961
C -2.64860 3.79340 1.87668
C -3.96858 3.76975 2.23364
C -4.75357 2.62820 2.03538
C -4.19762 1.50808 1.47690
C -2.83783 1.47476 1.08913
O -2.34215 0.36698 0.61790
N -4.56773 4.96098 2.84586
O -3.84755 5.92810 3.00597
O -5.73860 4.89675 3.16023
H -0.19605 3.71821 1.29274
H -2.06761 4.69004 2.04543
H -5.79287 2.65073 2.33066
H -4.78729 0.61592 1.31642
C 3.17487 -1.81885 4.07305
Ge 2.12264 -0.54781 3.03803
C 2.78527 1.28399 3.09387
C 0.18664 -0.56589 3.49559
C 1.74711 -1.11389 1.17251
H 3.26176 -1.48946 5.10781
H 4.18035 -1.90232 3.66255
H 2.71691 -2.80720 4.06138
H 2.75994 1.67976 4.10825
H 2.17547 1.91481 2.44795
H 3.81470 1.32924 2.74069
H -0.16351 0.26252 4.10621
H -0.20033 -1.51141 3.87222
H -1.33111 -0.31826 2.04599
H 2.17292 -2.11233 1.05304
H 2.26474 -0.45104 0.47809
O -0.35665 -0.32660 2.14686
C 0.25049 -1.19601 0.96223
C -2.25369 -3.03343 -0.29340
C -1.75990 -2.87459 1.14064
C -2.10272 -4.12370 1.94865
C -0.24952 -2.61271 1.19282
H -3.33642 -3.15585 -0.32362
H -1.80239 -3.91294 -0.75724
H -2.02148 -2.17677 -0.93428
H -2.30492 -2.03196 1.58088
H -1.58655 -4.99694 1.54377
H -3.17268 -4.32836 1.92072
H -1.80642 -4.01711 2.99332
H 0.23706 -3.22175 0.42214
H 0.16202 -2.99227 2.13945
*
```

The value obtained for the energy above the lowest of the compared OMol25 structures with the same formula, charge and spin is 32.1 kcal per mole. The max |F| is 0.3 eV/Å. As for the highest occupied orbital energy: -11.44 eV.